18
Properties=species:S:1:pos:R:3 method="wB97M-V/def2-TZVPD" homo_energy_ha=-0.3118 gap_ev=9.2 smiles=C[C@H]1[C@@H]2SCC[C@]12S de_lowest_kj_mol=68.25
C 1.668 -0.429 -1.887
C 1.029 -0.178 -0.545
C 0.313 1.088 -0.135
C -0.859 0.568 2.038
C -0.850 -0.679 1.183
C -0.453 -0.291 -0.276
H 1.113 0.000 -2.708
H 1.832 -1.523 -2.109
H 2.620 0.104 -1.879
H 1.674 -0.483 0.290
H 0.109 1.843 -0.880
H -0.808 0.294 3.068
H -1.797 1.071 1.885
H -0.116 -1.324 1.626
H -1.831 -1.184 1.152
H -2.610 0.056 -0.859
S 0.543 1.580 1.596
S -1.575 -0.513 -1.558